A molecular structure, C44H42N5O4PSSe2Ti, computed with ωB97M-V with the def2-TZVPD basis set.

XYZ file:
```
100
C44H42N5O4PSSe2Ti (ωB97M-V with the def2-TZVPD basis set)
Ti 0.09 -0.28 0.57
N -1.46 3.12 7.73
C -1.38 2.02 6.84
C -2.54 1.39 6.39
C -2.46 0.32 5.50
C -1.21 -0.11 5.07
C -0.05 0.49 5.54
C -0.14 1.55 6.43
S -1.10 -1.34 3.80
O -2.23 -2.22 3.96
O 0.22 -1.91 3.89
N -1.20 -0.48 2.44
C -2.38 -0.35 1.79
N -3.59 -0.26 2.37
C -4.62 -0.17 1.54
C -4.51 -0.13 0.16
C -3.22 -0.13 -0.35
N -2.18 -0.24 0.45
H -2.32 3.64 7.60
H -0.67 3.73 7.63
H -3.51 1.75 6.72
H -3.34 -0.15 5.10
H 0.90 0.15 5.16
H 0.76 2.05 6.76
H -5.60 -0.12 2.02
H -5.37 -0.06 -0.48
H -3.01 -0.03 -1.40
C 4.26 -0.48 -0.83
C 4.61 -1.84 -0.61
C 3.63 -2.72 -0.23
C 2.30 -2.29 -0.10
N 1.98 -0.95 -0.24
C 2.97 -0.09 -0.60
C 1.16 -3.14 0.19
C 1.24 -4.53 0.32
C 0.09 -5.28 0.53
C -1.14 -4.63 0.62
C -1.21 -3.25 0.53
C -0.07 -2.45 0.32
H 5.00 0.26 -1.13
H 5.64 -2.17 -0.72
H 3.87 -3.76 -0.04
H 2.68 0.95 -0.67
H 2.19 -5.05 0.25
H 0.16 -6.36 0.63
H -2.04 -5.21 0.80
H -2.18 -2.79 0.65
O 2.66 4.15 2.41
C 1.59 4.10 1.45
C 0.28 3.62 2.08
C -0.27 4.72 3.00
O 0.63 5.13 4.03
C -0.78 3.40 1.00
Se -0.30 2.26 -0.55
C 0.49 2.37 2.94
Se 1.77 1.01 2.31
H 2.89 3.21 2.55
H 1.85 3.43 0.64
H 1.47 5.12 1.06
H -1.19 4.37 3.48
H -0.53 5.60 2.38
H 1.52 4.91 3.72
H -1.07 4.36 0.56
H -1.67 2.97 1.46
H -0.47 1.87 3.07
H 0.83 2.67 3.93
C -3.34 0.48 -5.77
C -3.14 1.25 -4.64
C -2.09 0.95 -3.77
C -1.23 -0.11 -4.03
C -1.44 -0.86 -5.18
C -2.48 -0.58 -6.05
P 0.18 -0.40 -2.84
C 0.54 -2.18 -3.09
C 1.87 -2.60 -3.12
C 2.17 -3.95 -3.14
C 1.16 -4.90 -3.10
C -0.16 -4.49 -3.04
C -0.47 -3.14 -3.04
C 1.47 0.41 -3.87
C 1.95 -0.12 -5.07
C 2.89 0.58 -5.83
C 3.35 1.82 -5.39
C 2.87 2.35 -4.20
C 1.95 1.65 -3.44
H -4.16 0.71 -6.45
H -3.80 2.08 -4.42
H -1.93 1.56 -2.88
H -0.77 -1.69 -5.40
H -2.63 -1.18 -6.94
H 2.67 -1.87 -3.10
H 3.21 -4.26 -3.14
H 1.40 -5.96 -3.08
H -0.96 -5.22 -2.96
H -1.51 -2.82 -2.95
H 1.60 -1.09 -5.40
H 3.26 0.16 -6.75
H 4.08 2.36 -5.98
H 3.23 3.31 -3.86
H 1.58 2.06 -2.51
```

Results
Gap between HOMO and LUMO (alpha / beta) ... 3.5295 / 5.6729 eV
Net charge ... -2
Spin multiplicity ... 3
Highest occupied orbital energy (alpha / beta) ... 0.6 / -1.6 eV
Energy above the lowest of the compared OMol25 structures with the same formula, charge and spin ... 25.8 kJ/mol
Largest force on an atom ... 0.7 eV Å⁻¹